A 13-piece molecular cluster, C67H163N17O19 overall in a non-equilibrium geometry, computed with the ωB97M-V functional and the def2-TZVPD basis.

Frontier orbital gap (spin up / spin down) (eV): 1.3 / 8.0
⟨S²⟩: 0.75
E_HOMO (spin up / spin down) (eV): 0.588 / -6.032
DFT total energy (Ha): -5010.3473
Charge: -1
Spin multiplicity: 2

The geometry in XYZ format:
```
266
Properties=species:S:1:pos:R:3:forces:R:3:mulliken_charge:R:1
C 22.5117 7.5443 12.7102 -1.328 0.289 -0.303 -0.69
O 22.7773 8.9262 12.5121 0.932 0.066 0.563 0.02
C 23.2590 9.3036 11.2651 -0.875 0.083 -1.842 -0.25
C 23.6199 10.7701 11.1825 -0.300 -0.360 1.556 -1.33
N 24.8802 11.0583 11.8767 -0.424 0.647 -0.739 0.65
C 26.0401 10.6969 11.1123 1.361 0.931 0.791 -0.84
C 27.2447 10.8603 12.1190 -0.757 -1.139 -0.052 -0.49
O 27.0491 9.8093 13.0623 -0.304 -1.076 1.551 0.20
C 28.2417 9.3179 13.8083 -1.290 1.274 -2.431 -1.36
H 22.4489 6.9845 11.7771 0.773 -0.104 -0.160 -0.12
H 21.4644 7.4960 13.0085 -0.047 -0.065 0.592 0.41
H 23.1311 7.0894 13.4832 0.220 0.000 -0.224 0.19
H 22.5076 9.1230 10.4963 -0.864 0.085 -0.060 0.53
H 24.0479 8.7212 10.7891 0.807 -0.463 0.904 0.14
H 22.8630 11.3692 11.6887 -0.327 -0.140 -0.025 0.26
H 23.5540 11.0561 10.1327 0.752 0.224 -0.009 0.41
H 24.9403 10.5646 12.7558 -0.486 -0.372 -0.164 -0.99
H 26.1146 11.3894 10.2739 0.270 0.177 -0.055 0.45
H 25.9659 9.6994 10.6793 0.442 -0.373 0.160 0.29
H 27.1469 11.7765 12.7013 0.123 0.499 -0.491 0.12
H 28.2386 10.7906 11.6769 0.055 0.009 -0.303 0.64
H 28.6727 10.1626 14.3457 0.369 -0.157 -0.037 0.31
H 28.7583 8.9985 12.9031 1.393 -0.330 0.817 0.40
H 28.0337 8.4843 14.4791 -0.510 0.188 -0.257 0.23
C 22.9198 5.3797 9.1786 1.531 2.157 0.096 -1.11
O 23.6293 4.6657 10.2225 -0.572 0.639 -0.784 -0.08
C 24.8636 5.3945 10.5980 -1.253 -1.478 -1.014 0.29
C 25.6767 4.5417 11.5480 1.580 1.538 0.523 -1.49
N 25.3240 4.4679 12.9444 4.232 1.566 -0.925 -0.04
C 24.1946 3.8108 13.1655 -3.203 -1.331 1.403 -0.65
C 23.9475 3.9565 14.6707 -1.999 -0.921 0.534 -0.54
O 23.8446 5.2930 15.2497 0.604 -1.575 -3.133 0.13
C 23.5685 5.2357 16.5845 -0.988 2.177 1.888 -0.52
H 22.6670 6.3830 9.5216 -0.851 0.000 0.779 0.22
H 22.0945 5.0396 8.5531 -0.126 -1.314 1.127 0.25
H 23.5841 5.7751 8.4103 0.982 -0.735 -0.404 0.40
H 24.6409 6.3877 10.9880 -0.116 0.040 0.050 -0.25
H 25.3909 5.4515 9.6457 0.436 0.477 0.045 0.61
H 26.6655 4.9866 11.6591 0.282 0.392 -0.899 0.51
H 25.8931 3.5753 11.0926 -0.496 -0.318 0.342 0.40
H 25.1196 5.3219 13.4433 1.299 1.100 -0.743 0.14
H 24.2842 2.7761 12.8346 -0.316 -0.452 0.507 0.36
H 23.4681 4.2793 12.5015 -1.484 -0.393 0.574 0.32
H 24.6444 3.4411 15.3317 0.368 -0.408 -0.595 0.51
H 22.9747 3.4725 14.7574 -0.319 -0.064 0.762 0.10
H 24.3701 5.6804 17.1742 0.542 -0.490 0.161 0.29
H 23.1722 4.3508 17.0824 0.341 -0.584 -0.643 0.27
H 22.7821 5.9795 16.7128 -0.436 0.043 0.306 -0.20
C 24.8956 4.4742 22.0387 -0.409 -0.487 0.241 -0.75
O 24.8824 5.8326 22.3742 0.107 1.010 -0.208 -0.30
C 24.9071 6.6381 21.1968 0.500 -0.343 -0.373 -0.40
C 24.8521 8.1210 21.3450 -0.705 1.106 0.181 -0.61
N 23.6154 8.5501 21.9399 -0.817 1.519 1.917 0.09
C 23.7852 9.7192 22.9561 -0.566 -2.650 -1.856 -0.93
C 22.4734 9.9975 23.6420 0.394 -1.222 -0.960 -0.08
O 22.1097 8.8088 24.3987 2.314 2.468 -1.404 -0.30
C 20.9529 8.9429 25.1634 0.604 -1.162 -0.505 -0.72
H 24.1334 4.2104 21.3054 0.006 0.247 -0.534 0.14
H 24.5831 3.8803 22.8976 0.415 0.193 0.340 0.29
H 25.8786 4.1606 21.6874 0.085 -0.131 -0.086 0.33
H 24.0521 6.3512 20.5846 -0.196 -0.071 -0.209 0.13
H 25.8009 6.4993 20.5884 0.328 -0.766 0.009 0.50
H 24.8479 8.5124 20.3277 0.239 -0.155 -0.481 0.09
H 25.6720 8.6714 21.8065 0.600 -0.699 0.371 0.46
H 23.2046 7.7727 22.4368 -0.112 0.001 0.286 0.17
H 24.0576 10.5411 22.2939 0.360 0.321 0.589 0.42
H 24.5158 9.3966 23.6979 0.439 0.483 -0.020 0.45
H 21.7772 10.1647 22.8201 -0.623 0.039 0.168 -0.10
H 22.6415 10.9468 24.1505 -0.544 -0.167 0.984 0.45
H 21.0920 7.9902 25.6744 -1.339 0.158 0.759 0.22
H 20.1416 8.9257 24.4356 -0.741 0.213 0.675 0.27
H 21.0174 9.8011 25.8323 -0.383 0.062 0.063 0.28
C 28.5737 15.9059 12.0872 0.035 0.589 -1.333 -0.86
O 27.8878 15.5944 13.2476 -0.354 -0.394 0.358 -0.27
C 26.4879 15.8759 13.1587 0.564 -0.285 -0.598 -0.91
C 25.7304 15.0800 14.2241 0.012 2.040 -0.646 -0.58
N 25.9063 13.7015 14.2928 1.352 -2.880 -0.836 -0.01
C 25.1789 13.1061 15.3837 0.287 -0.359 -0.083 -0.80
C 25.2758 11.5507 15.3021 1.070 0.600 1.037 1.40
O 24.3849 10.8888 16.2191 0.224 -1.549 -1.046 -0.18
C 24.3119 9.4125 15.9253 -0.010 1.553 -1.113 0.03
H 28.2958 16.8646 11.6494 -0.147 0.705 0.406 0.34
H 28.3252 15.2623 11.2434 0.083 -0.780 0.077 0.31
H 29.6562 15.9491 12.2070 -0.116 -0.341 0.448 0.28
H 26.1039 15.7448 12.1471 0.100 -0.674 -0.304 0.44
H 26.4085 16.9554 13.2878 -0.508 0.181 0.545 0.44
H 24.6543 15.1901 14.0899 -0.339 1.375 0.239 0.47
H 26.1428 15.5798 15.1005 -0.648 -0.388 0.762 0.31
H 25.6239 13.1919 13.4678 0.033 0.407 -0.700 0.06
H 24.1224 13.3697 15.3334 -0.218 0.355 0.223 0.28
H 25.6673 13.6443 16.1960 -0.550 -0.866 1.077 0.21
H 26.2924 11.2410 15.5447 0.251 0.056 0.140 0.36
H 25.1822 11.2530 14.2577 -0.680 0.017 0.255 -0.81
H 24.1084 9.3086 14.8596 -0.562 0.166 -0.173 -0.19
H 23.4982 8.9399 16.4756 0.286 0.353 0.301 -0.09
H 25.2630 8.8822 15.9728 0.246 0.332 0.976 0.30
C 16.3771 13.6944 19.6201 -0.243 0.369 0.155 0.14
O 16.2037 14.2100 20.9534 0.829 -0.488 -0.300 -0.32
C 15.2033 15.1781 21.0479 -0.385 0.125 1.333 -0.08
C 15.1202 15.7676 22.4923 -0.800 -1.469 0.735 -1.18
N 14.9841 14.7778 23.6481 2.065 1.766 -0.802 -0.22
C 13.7531 14.0948 23.8852 -0.190 -0.358 -0.843 -0.20
C 13.6946 13.3825 25.2551 -0.303 -0.478 -0.427 -0.68
O 12.9259 14.0663 26.2281 0.853 0.025 -0.248 -0.40
C 13.7169 15.0626 26.8571 -1.194 0.968 0.724 -0.69
H 16.3821 12.6046 19.6366 -0.175 0.091 0.065 -0.78
H 17.2921 14.0299 19.1319 0.338 0.155 0.419 0.40
H 15.5785 14.0700 18.9803 -0.231 -0.235 -0.037 0.42
H 14.2405 14.7027 20.8608 -0.331 0.029 -0.375 0.20
H 15.3812 15.9806 20.3321 -0.147 0.249 -0.085 0.42
H 14.1942 16.3363 22.5772 -0.010 0.315 -0.352 0.39
H 15.9411 16.4557 22.6942 0.152 -0.274 0.083 0.37
H 15.7500 14.1218 23.5911 0.104 -0.064 -0.004 0.25
H 13.6012 13.3760 23.0801 -0.305 -0.661 -0.011 0.04
H 12.9510 14.8131 23.7153 -0.296 0.031 0.641 0.46
H 14.6788 13.1251 25.6466 0.511 0.622 -0.063 0.36
H 13.3035 12.3718 25.1388 -0.760 0.156 -0.153 0.35
H 13.0308 15.8518 27.1645 -0.242 0.188 -0.176 0.26
H 14.4527 15.5563 26.2222 0.187 -0.498 -0.102 0.29
H 14.0990 14.7400 27.8256 0.625 -0.499 -0.208 0.26
C 11.3832 14.4215 13.1430 1.130 -0.441 1.907 -0.77
O 12.4933 14.1147 14.0177 0.079 -0.606 0.079 -0.36
C 12.9068 12.7372 13.9270 -1.367 1.031 -1.930 -1.14
C 13.7667 12.2382 14.9743 2.123 0.236 0.083 0.71
N 13.2926 12.1897 16.3011 0.218 -1.863 1.777 -0.34
C 14.3571 11.5229 17.1761 -1.891 0.868 0.051 0.59
C 13.9289 11.5967 18.6298 0.121 0.437 -0.681 -0.94
O 14.7301 10.6604 19.3451 -1.475 1.636 2.080 0.36
C 14.3509 10.8413 20.7453 1.419 -2.369 0.363 -1.25
H 10.6026 13.7886 13.5651 -0.763 0.370 -0.590 0.34
H 11.5638 14.2043 12.0903 0.157 -0.017 -0.053 0.27
H 11.2608 15.4861 13.3423 -0.568 -0.116 -0.409 0.24
H 13.4660 12.7169 12.9916 0.141 -0.579 -0.224 0.35
H 12.0893 12.0194 13.8585 -0.814 0.364 -0.210 0.47
H 14.6939 12.8071 14.9054 0.604 0.036 0.037 0.11
H 14.0005 11.2211 14.6598 0.202 -0.161 0.006 -0.26
H 13.0261 13.1021 16.6426 0.278 0.086 0.179 0.33
H 15.3259 11.9551 16.9256 0.289 0.099 0.422 -0.13
H 14.4518 10.4395 17.1031 -0.270 -0.094 -1.248 -0.30
H 12.8680 11.3789 18.7536 -0.206 -0.629 -0.369 0.46
H 13.9554 12.6209 19.0019 0.703 0.177 0.440 0.11
H 14.7890 11.6948 21.2627 -0.410 0.608 -0.561 0.13
H 14.7852 10.0083 21.2980 0.789 -0.207 -0.217 0.50
H 13.3354 10.5702 21.0339 -0.734 1.028 -0.872 0.50
C 18.1276 1.8136 17.5035 -0.569 -0.232 0.679 -2.03
C 19.3929 1.2334 18.2293 0.308 0.798 -0.152 2.55
C 19.9403 2.3664 19.1481 -1.628 -0.760 1.002 -1.42
C 21.0481 1.9072 20.1054 -0.903 1.434 -1.316 -0.20
C 20.4686 0.8530 20.9845 0.753 -2.246 -0.722 -1.56
C 20.0772 -0.4166 20.1484 -0.284 1.836 0.241 2.29
N 19.1082 0.0058 19.1041 -0.275 2.932 0.028 -0.21
O 18.7850 -1.0844 18.3248 0.120 -0.482 -0.605 -0.40
C 21.3066 -1.1556 19.7234 1.635 0.360 -1.269 -2.18
C 19.3299 -1.3759 20.9682 -2.316 -1.198 2.296 -2.18
C 20.4220 1.0123 17.1105 0.445 -1.528 0.219 -1.59
H 17.3888 2.2864 18.1506 -0.227 -0.776 0.781 0.42
H 17.6380 1.0744 16.8694 -0.003 -0.152 0.186 0.44
H 18.2476 2.6979 16.8776 1.297 -0.193 -0.392 0.32
H 19.9736 3.3000 18.5864 0.814 -0.105 -0.101 0.13
H 19.1340 2.5406 19.8606 -0.543 0.303 -0.028 0.43
H 21.3399 2.7209 20.7693 0.410 0.250 -0.371 0.31
H 21.8668 1.5557 19.4774 0.452 -0.100 0.549 0.20
H 19.6181 1.1168 21.6132 0.166 0.457 -0.075 0.42
H 21.3382 0.5515 21.5683 -0.389 -0.322 0.777 0.40
H 22.0076 -0.6011 19.0994 -0.290 0.331 -0.410 0.35
H 21.9734 -1.3479 20.5638 -0.541 -0.659 0.321 0.48
H 21.0442 -2.0511 19.1601 0.293 -0.356 0.346 0.50
H 18.3277 -1.0429 21.2380 -0.222 0.646 -0.412 0.52
H 19.0956 -2.3412 20.5195 0.607 -0.039 -0.201 0.32
H 19.7042 -1.5289 21.9805 0.880 -0.233 -0.147 0.40
H 19.9997 0.7000 16.1553 -0.310 1.004 -0.242 0.45
H 21.0145 0.1087 17.2535 0.459 -0.024 0.661 0.21
H 21.1291 1.8419 17.1040 -0.179 0.011 -0.658 0.12
H 19.6745 -1.3654 18.0981 0.028 -0.878 -0.978 0.42
C 19.9291 8.6922 16.5206 0.787 -1.267 -0.239 0.04
C 19.7030 7.7470 17.7604 -0.168 2.171 0.224 3.20
C 20.9791 7.7838 18.6285 0.017 0.286 1.543 -1.26
C 21.3165 9.1221 19.3407 -0.801 -0.267 -1.734 0.94
C 20.1204 9.6887 20.0344 -1.523 0.312 1.267 -2.14
C 18.6975 9.6116 19.4119 -0.471 0.563 0.075 2.26
N 18.6004 8.4019 18.5663 0.598 -1.210 1.554 0.53
O 17.3696 8.3294 17.9469 -0.645 -0.591 -0.190 0.88
C 17.5912 9.4991 20.5988 0.370 -0.979 -1.019 -1.02
C 18.5027 10.9775 18.6920 -0.318 -1.178 -0.470 0.21
C 19.3473 6.2812 17.3435 -1.064 1.103 -0.183 -1.95
H 20.3262 8.1189 15.6830 0.423 -0.199 -0.031 0.35
H 20.6969 9.4119 16.8046 -0.234 0.305 -0.242 -0.55
H 19.0795 9.1730 16.0357 -0.390 0.047 0.653 -0.45
H 20.7822 7.1389 19.4850 0.152 -0.772 -0.152 0.43
H 21.8534 7.4438 18.0734 -0.152 -0.269 -0.099 -0.64
H 21.5763 9.8311 18.5546 0.265 0.290 -0.075 -0.79
H 22.1429 9.1320 20.0513 0.113 -0.677 -0.134 0.28
H 20.3981 10.7310 20.1913 -0.515 0.258 0.285 0.25
H 19.8380 9.2868 21.0074 1.292 -0.455 0.423 0.47
H 17.5873 10.2998 21.3383 0.367 0.303 -0.258 0.62
H 16.5686 9.3665 20.2455 0.158 0.581 -0.690 -0.73
H 17.6759 8.5657 21.1553 0.781 0.134 0.167 -0.13
H 17.6654 11.0492 17.9979 -0.445 -0.262 0.168 -0.47
H 18.3246 11.7136 19.4760 0.590 0.212 -0.323 0.28
H 19.3767 11.1153 18.0554 0.223 0.638 0.381 -0.84
H 20.1875 5.6048 17.1868 0.285 0.530 -0.428 0.07
H 18.7267 6.4609 16.4656 0.341 -0.663 -0.512 0.31
H 18.6667 5.6999 17.9655 0.024 0.508 0.791 0.09
H 17.2876 9.0617 17.3316 -0.044 0.369 -0.618 -0.13
C 14.3381 6.7509 19.2830 1.664 0.556 1.015 -2.65
C 13.0561 6.3463 18.6592 -2.347 0.206 -1.065 2.83
C 11.8504 6.7767 19.5155 -0.134 0.496 -0.568 -1.11
C 10.4781 6.6047 18.8123 0.879 1.205 0.509 -0.87
C 10.3493 7.4858 17.5609 1.241 -1.617 -0.455 -1.13
C 11.5634 7.1988 16.4683 -1.067 0.217 3.259 1.68
N 12.8611 7.1104 17.3798 -2.414 2.048 -0.743 0.76
O 13.8898 6.9151 16.4933 1.422 -0.795 -0.992 -0.50
C 11.3621 5.8562 15.6899 0.650 0.799 -0.005 -1.76
C 11.4759 8.5135 15.6021 1.377 -1.836 0.494 -2.02
C 12.9941 4.8486 18.4154 0.753 -0.614 -0.071 -1.96
H 14.5851 6.0829 20.1081 0.177 -0.574 -0.295 0.65
H 14.4214 7.6889 19.8320 -0.895 0.622 -0.414 -0.01
H 15.1729 6.8321 18.5868 0.059 -0.541 -0.030 0.32
H 11.8329 6.4837 20.5652 0.223 -1.178 -0.145 0.50
H 11.9518 7.8458 19.7021 0.057 0.451 -0.538 0.10
H 9.8562 7.0116 19.6097 -0.940 -0.382 -0.322 0.37
H 10.1560 5.6181 18.4790 0.300 -0.314 0.722 0.39
H 10.2709 8.5415 17.8205 0.366 0.034 -0.148 0.47
H 9.3933 7.1600 17.1509 -0.043 0.359 -0.632 0.40
H 10.5451 5.8264 14.9690 -0.520 0.289 0.447 0.42
H 12.2140 5.6775 15.0338 0.405 0.123 0.223 0.30
H 11.3301 5.0123 16.3790 -0.313 0.086 -0.078 0.35
H 10.4024 8.6797 15.5123 0.247 0.396 -0.480 0.42
H 12.0130 9.3290 16.0865 -0.393 0.093 0.307 0.37
H 12.0062 8.3583 14.6625 -0.386 0.040 -0.342 0.34
H 13.3590 4.5557 17.4309 -0.011 0.295 -0.176 0.32
H 11.9811 4.4606 18.5216 0.167 -0.146 0.185 0.30
H 13.7076 4.3750 19.0898 -0.435 -0.386 0.300 0.47
H 14.5012 7.6409 16.6384 0.162 0.299 0.052 0.10
C 18.0172 6.0308 22.3070 -0.083 0.332 0.738 0.26
O 18.3867 6.9329 23.0400 0.335 0.102 -0.294 -0.61
N 17.7703 4.7654 22.7309 -0.097 -0.288 0.481 -0.43
N 17.7015 6.0901 20.9997 -0.336 0.299 -1.557 0.37
H 18.0165 4.5310 23.6819 -0.218 -0.394 -0.480 0.27
H 17.5521 4.1632 21.9499 0.288 -0.897 1.231 0.16
H 17.2281 5.2752 20.6365 0.226 0.520 -0.439 0.15
H 18.0375 6.7709 20.3337 -0.024 0.282 0.095 -0.13
C 21.5129 13.0080 16.8891 0.008 -0.828 -1.494 0.56
O 20.5028 13.4142 17.3545 -3.809 2.070 2.087 -0.62
N 22.5692 12.6008 17.5023 2.749 -0.243 4.108 -0.10
N 21.6950 12.7980 15.6193 0.231 -0.461 -5.022 0.01
H 22.6376 12.9068 18.4624 0.435 -0.544 -0.098 0.21
H 23.2901 12.1121 16.9908 0.270 -0.144 0.785 0.04
H 21.0001 12.9321 14.8987 0.001 -0.073 0.349 0.27
H 22.5823 12.3825 15.3740 -0.623 -0.001 -0.623 -0.41
C 17.7466 12.9163 14.6860 1.349 -3.493 0.968 0.20
O 17.0720 12.8349 13.6888 -1.868 0.173 -1.338 -0.71
N 18.4030 13.9690 15.0645 0.877 4.823 -0.079 -0.24
N 18.1578 11.8838 15.4664 0.097 -0.889 0.659 0.93
H 18.9031 14.0360 15.9394 -0.032 0.004 0.042 0.14
H 18.0965 14.8108 14.5981 0.409 0.128 0.224 0.26
H 18.8532 12.1178 16.1606 -0.218 -0.224 0.106 -0.16
H 17.6911 10.9920 15.5497 -0.363 -0.102 -0.518 -0.48
C 16.1438 9.3677 14.0833 0.522 -1.194 3.459 -2.62
O 16.5152 9.6460 15.2271 0.223 0.229 1.419 1.16
N 15.6387 8.1963 13.8245 -1.508 -3.307 -1.201 0.14
N 16.2026 10.1993 13.1301 0.117 3.966 -4.199 0.28
H 15.5648 7.4691 14.5215 0.098 0.295 -0.116 0.05
H 15.1547 8.0725 12.9467 0.086 -0.286 0.293 0.15
H 16.1419 10.0279 12.1366 -0.168 -0.517 0.394 0.20
H 16.3373 11.1738 13.3589 0.575 0.438 0.141 0.13
```
Positions in Å, forces in eV/Å.